# 1
The following is a DFT calculation (the ωB97M-V functional and the def2-TZVPD basis) of C3H5NO2S2 in the gas phase in a non-equilibrium geometry.

Results
HOMO = -9.09 eV
spin multiplicity = 1
SMILES string = O=S(=O)=C1NCCS1
total charge = 0
gap between HOMO and LUMO = 9.010 eV
energy above the lowest of the compared OMol25 structures with the same formula, charge and spin = 70.67 kcal/mol

Positions of all 13 atoms, in Å:
O: 3.298 -0.225 -1.215
S: 3.939 -0.041 0.089
O: 4.156 1.375 0.430
C: 2.050 -0.403 0.760
N: 1.180 0.536 0.593
C: -0.093 0.200 -0.086
C: -0.377 -1.296 -0.136
S: 1.281 -1.974 0.176
H: 1.330 1.526 0.556
H: 0.204 0.639 -1.111
H: -0.971 0.617 0.436
H: -1.078 -1.511 0.778
H: -0.856 -1.648 -1.089

Formally, the Löwdin partial charges of the atoms, in units of the elementary charge, are as follows:
1 O -0.52
2 S 0.73
3 O -0.49
4 C -0.48
5 N -0.07
6 C -0.24
7 C -0.46
8 S 0.89
9 H 0.15
10 H 0.16
11 H 0.12
12 H 0.11
13 H 0.10



# 2
The following is a DFT calculation (the ωB97M-V functional and the def2-TZVPD basis) of C3H5NO2S2 in the gas phase in a non-equilibrium geometry.

Results
HOMO = -8.69 eV
spin multiplicity = 1
SMILES string = CS/C(=N\O)C(O)=S
total charge = 0
gap between HOMO and LUMO = 7.862 eV
energy above the lowest of the compared OMol25 structures with the same formula, charge and spin = 115.44 kcal/mol

Positions of all 13 atoms, in Å:
C: 1.781 -0.480 0.904
S: 0.898 -1.102 -0.533
C: -0.398 0.082 -0.604
N: -0.420 1.455 -0.637
O: 0.830 1.991 -0.800
C: -1.765 -0.343 -0.429
O: -1.981 -1.452 -1.112
S: -3.121 0.346 0.356
H: 1.323 -0.101 1.718
H: 2.232 -1.477 1.424
H: 2.664 0.017 0.459
H: 0.820 2.924 -0.313
H: -2.867 -1.859 -0.432

Formally, the Löwdin partial charges of the atoms, in units of the elementary charge, are as follows:
1 C -0.39
2 S 0.92
3 C -0.59
4 N 0.01
5 O -0.09
6 C -0.90
7 O -0.11
8 S 0.63
9 H 0.00
10 H 0.09
11 H 0.03
12 H 0.18
13 H 0.22



# 3
The following is a DFT calculation (the ωB97M-V functional and the def2-TZVPD basis) of C3H5NO3 in the gas phase in a non-equilibrium geometry.

Results
HOMO = -9.68 eV
spin multiplicity = 1
SMILES string = C=C/C(O)=N\OO
total charge = 0
gap between HOMO and LUMO = 10.139 eV
energy above the lowest of the compared OMol25 structures with the same formula, charge and spin = 163.14 kcal/mol

Positions of all 12 atoms, in Å:
C: -0.957 -1.202 -1.193
C: -0.479 -0.836 0.013
C: 0.882 -0.223 0.177
O: 1.819 -0.764 -0.622
N: 1.035 0.913 0.731
O: -0.450 1.116 1.185
O: -0.999 2.430 1.098
H: -1.822 -1.849 -1.273
H: -0.386 -1.065 -2.104
H: -0.979 -1.170 0.915
H: 2.627 -0.235 -0.517
H: -0.292 2.885 1.588

Formally, the Löwdin partial charges of the atoms, in units of the elementary charge, are as follows:
1 C 0.05
2 C -0.10
3 C -0.43
4 O 0.09
5 N 0.18
6 O -0.24
7 O -0.01
8 H 0.06
9 H 0.07
10 H 0.11
11 H 0.13
12 H 0.09



# 4
The following is a DFT calculation (the ωB97M-V functional and the def2-TZVPD basis) of C3H5NO3 in the gas phase in a non-equilibrium geometry.

Results
HOMO = -9.94 eV
spin multiplicity = 1
SMILES string = NC(=O)COC=O
total charge = 0
gap between HOMO and LUMO = 10.796 eV
energy above the lowest of the compared OMol25 structures with the same formula, charge and spin = 47.04 kcal/mol

Positions of all 12 atoms, in Å:
N: -1.668 -0.594 0.127
C: -0.327 -0.598 0.532
O: 0.203 -1.425 1.243
C: 0.032 0.859 0.430
O: 1.489 0.987 -0.050
C: 1.605 0.058 -0.994
O: 0.740 -0.767 -1.221
H: -1.870 -0.543 -0.864
H: -2.222 -1.235 0.657
H: -0.512 1.389 -0.351
H: -0.237 1.278 1.420
H: 2.498 0.049 -1.626

Formally, the Löwdin partial charges of the atoms, in units of the elementary charge, are as follows:
1 N 0.13
2 C -0.61
3 O 0.09
4 C -0.02
5 O 0.02
6 C -0.29
7 O 0.06
8 H 0.11
9 H 0.09
10 H 0.12
11 H 0.15
12 H 0.16



# 5
The following is a DFT calculation (the ωB97M-V functional and the def2-TZVPD basis) of C3H5NO3 in the gas phase in a non-equilibrium geometry.

Results
HOMO = -9.73 eV
spin multiplicity = 1
SMILES string = C1=NOCOCO1
total charge = 0
gap between HOMO and LUMO = 10.532 eV
energy above the lowest of the compared OMol25 structures with the same formula, charge and spin = 133.67 kcal/mol

Positions of all 12 atoms, in Å:
C: -0.451 -0.665 1.251
N: -1.532 -0.015 0.815
O: -1.366 0.529 -0.555
C: -0.212 0.883 -1.098
O: 0.743 -0.080 -1.110
C: 1.569 -0.085 -0.040
O: 0.848 -0.846 0.947
H: -0.633 -0.853 2.209
H: 0.322 1.869 -0.679
H: -0.506 1.213 -2.056
H: 2.475 -0.505 -0.392
H: 1.832 0.761 0.283

Formally, the Löwdin partial charges of the atoms, in units of the elementary charge, are as follows:
1 C -0.16
2 N 0.16
3 O -0.09
4 C -0.34
5 O -0.01
6 C -0.18
7 O 0.03
8 H 0.08
9 H 0.18
10 H 0.13
11 H 0.14
12 H 0.07



# 6
The following is a DFT calculation (the ωB97M-V functional and the def2-TZVPD basis) of 2 unconnected molecules or ions with the total composition C3H5NO3 in a non-equilibrium geometry.

Results
HOMO = -9.73 eV
spin multiplicity = 1
SMILES string = CNC=O.O=C=O
total charge = 0
gap between HOMO and LUMO = 10.149 eV
energy above the lowest of the compared OMol25 structures with the same formula, charge and spin = 5.59 kcal/mol

Positions of all 12 atoms, in Å:
C: 1.450 0.705 -0.217
N: 1.385 -0.674 0.189
C: 0.325 -1.481 0.041
O: 0.287 -2.637 0.384
H: 1.719 1.341 0.628
H: 2.191 0.843 -1.009
H: 0.474 1.010 -0.590
H: 2.211 -1.077 0.610
H: -0.529 -0.967 -0.436
O: -4.235 0.830 0.525
C: -3.172 0.977 0.134
O: -2.107 1.130 -0.259

Formally, the Löwdin partial charges of the atoms, in units of the elementary charge, are as follows:
1 C -0.09
2 N -0.03
3 C -0.40
4 O 0.01
5 H 0.08
6 H 0.08
7 H 0.06
8 H 0.14
9 H 0.12
10 O 0.23
11 C -0.43
12 O 0.20



# 7
The following is a DFT calculation (the ωB97M-V functional and the def2-TZVPD basis) of 2 unconnected molecules or ions with the total composition C3H5NO3 in a non-equilibrium geometry.

Results
HOMO = -8.79 eV
spin multiplicity = 1
total charge = 0
gap between HOMO and LUMO = 9.636 eV
energy above the lowest of the compared OMol25 structures with the same formula, charge and spin = 124.42 kcal/mol

Positions of all 12 atoms, in Å:
C: 2.289 -1.222 -0.230
C: -0.395 0.077 -0.299
C: -1.345 -0.741 0.461
N: 0.023 1.226 0.011
O: 0.977 1.707 -0.933
O: -0.197 1.783 1.023
O: 2.316 -2.314 -0.025
H: 0.872 2.637 -1.014
H: 0.180 -0.369 -1.146
H: -0.816 -1.100 1.404
H: -1.829 -1.596 -0.077
H: -2.075 -0.088 0.824

Formally, the Löwdin partial charges of the atoms, in units of the elementary charge, are as follows:
1 C 0.01
2 C -0.20
3 C -0.06
4 N -0.38
5 O 0.05
6 O 0.04
7 O 0.07
8 H 0.09
9 H 0.11
10 H 0.11
11 H 0.10
12 H 0.05



# 8
The following is a DFT calculation (the ωB97M-V functional and the def2-TZVPD basis) of C3H5NO3 in the gas phase in a non-equilibrium geometry.

Results
HOMO = -9.65 eV
spin multiplicity = 1
SMILES string = O=CCC(=O)NO
total charge = 0
gap between HOMO and LUMO = 10.259 eV
energy above the lowest of the compared OMol25 structures with the same formula, charge and spin = 106.57 kcal/mol

Positions of all 12 atoms, in Å:
O: -1.638 -1.251 0.665
C: -0.737 -1.604 -0.041
C: 0.404 -0.807 -0.712
C: 0.718 0.697 -0.131
O: 1.489 1.340 -0.769
N: 0.050 0.933 1.031
O: -0.273 2.248 1.306
H: -0.968 -2.602 -0.312
H: 0.145 -0.837 -1.812
H: 1.573 -1.216 -0.729
H: -1.032 0.445 0.877
H: 0.269 2.653 0.627

Formally, the Löwdin partial charges of the atoms, in units of the elementary charge, are as follows:
1 O 0.04
2 C -0.24
3 C -0.03
4 C -0.51
5 O 0.09
6 N -0.02
7 O -0.02
8 H 0.10
9 H 0.13
10 H 0.18
11 H 0.21
12 H 0.08



# 9
The following is a DFT calculation (the ωB97M-V functional and the def2-TZVPD basis) of a gas-phase ion, C3H5NO3 (charge +1) in a non-equilibrium geometry.

Results
HOMO (alpha / beta) = -16.05 / -16.01 eV
spin multiplicity = 2
total charge = +1
gap between HOMO and LUMO (alpha / beta) = 11.235 / 6.092 eV
energy above the lowest of the compared OMol25 structures with the same formula, charge and spin = 28.57 kcal/mol

Positions of all 12 atoms, in Å:
C: 1.580 0.071 0.640
N: 0.782 0.776 -0.246
C: -0.639 0.654 -0.464
C: -1.251 -0.593 0.214
O: -1.353 -1.669 -0.603
O: -1.716 -0.521 1.297
O: 2.652 0.539 0.932
H: 1.170 -0.859 1.059
H: 1.200 1.668 -0.542
H: -0.771 0.600 -1.558
H: -1.097 1.573 -0.103
H: -0.558 -2.238 -0.626

Formally, the Löwdin partial charges of the atoms, in units of the elementary charge, are as follows:
1 C -0.18
2 N 0.23
3 C 0.00
4 C -0.51
5 O 0.12
6 O 0.22
7 O 0.24
8 H 0.17
9 H 0.20
10 H 0.18
11 H 0.17
12 H 0.15



# 10
The following is a DFT calculation (the ωB97M-V functional and the def2-TZVPD basis) of 2 unconnected molecules or ions with the total composition C3H5NO3P in a non-equilibrium geometry.

Results
HOMO = -4.21 eV
spin multiplicity = 1
total charge = -1
gap between HOMO and LUMO = 7.554 eV
energy above the lowest of the compared OMol25 structures with the same formula, charge and spin = 50.41 kcal/mol

Positions of all 13 atoms, in Å:
C: 2.746 0.617 0.758
C: 0.539 0.006 -0.645
C: 1.321 0.286 0.617
N: -2.269 -0.850 -0.715
O: 3.895 0.287 0.697
O: 2.012 1.628 0.980
O: -4.474 -0.362 0.572
P: -3.084 0.093 0.256
H: 0.203 0.917 -1.207
H: 1.236 -0.396 -1.477
H: -0.392 -0.474 -0.412
H: 1.050 -0.022 1.643
H: -2.782 -1.728 -1.068

Formally, the Löwdin partial charges of the atoms, in units of the elementary charge, are as follows:
1 C -0.57
2 C -0.08
3 C -0.11
4 N -0.42
5 O 0.10
6 O 0.12
7 O -0.67
8 P 0.36
9 H 0.09
10 H 0.11
11 H -0.04
12 H 0.14
13 H -0.03